94
Properties=species:S:1:pos:R:3:lowdin_charge:R:1 method="wB97M-V/def2-TZVPD" homo_ev=-9.841 spin_multiplicity=1 energy_ev=-49479.2571
C -2.85 -3.91 1.57 -0.1290
C -2.06 -3.88 0.18 -0.2483
C -1.13 -2.58 0.24 -0.2220
C -0.23 -2.39 -1.04 -0.1786
C -0.15 -0.91 -1.60 -0.1120
C 0.29 0.16 -0.54 -0.3969
O -0.41 0.40 0.42 0.1342
O 1.53 0.85 -0.61 -0.0935
C 1.48 2.02 -1.43 -0.7336
I 1.72 1.59 -3.58 0.9237
N 2.71 2.83 -1.08 0.1096
C 2.78 2.78 0.19 -0.2984
O 2.60 3.08 1.29 0.2127
C 0.23 2.97 -1.15 -0.2765
F 0.69 4.31 -1.41 -0.0498
C -1.02 2.75 -2.08 -0.2100
C -2.32 2.89 -1.14 -0.0975
H -3.56 -4.77 1.64 0.0582
H -3.40 -2.92 1.66 0.0705
H -2.09 -3.91 2.41 0.0762
H -2.84 -3.71 -0.62 0.0992
H -1.46 -4.82 0.01 0.1080
H -1.80 -1.71 0.48 0.1088
H -0.42 -2.76 1.11 0.1187
H 0.82 -2.77 -0.91 0.1098
H -0.68 -3.02 -1.87 0.1178
H -1.10 -0.64 -2.15 0.1288
H 0.66 -0.91 -2.40 0.0648
H -0.08 2.98 -0.06 0.1567
H -1.07 1.70 -2.48 0.0686
H -1.11 3.53 -2.88 0.1199
H -3.26 3.04 -1.75 0.0754
H -2.41 1.94 -0.53 0.0718
H -2.16 3.71 -0.37 0.0822
C 3.69 -0.62 0.73 -0.0950
C 4.78 -0.74 -0.33 -0.2523
C 4.91 -2.15 -0.90 -0.2235
C 5.31 -3.23 0.11 -0.2296
C 6.63 -2.97 0.85 -0.2722
C 7.83 -2.92 -0.08 -0.1139
H 3.90 -1.24 1.60 0.0757
H 3.62 0.42 1.08 0.0584
H 2.72 -0.90 0.32 0.0583
H 5.74 -0.40 0.08 0.1027
H 4.54 -0.05 -1.15 0.1005
H 5.64 -2.13 -1.72 0.1022
H 3.95 -2.44 -1.35 0.1043
H 5.38 -4.19 -0.41 0.1089
H 4.51 -3.34 0.85 0.0997
H 6.78 -3.77 1.58 0.1041
H 6.57 -2.04 1.42 0.0986
H 7.93 -3.86 -0.64 0.0747
H 8.75 -2.77 0.49 0.0691
H 7.76 -2.11 -0.80 0.0655
C -8.76 -7.73 0.07 -0.1141
C -7.29 -7.33 -0.05 -0.2718
C -6.84 -6.36 1.04 -0.2294
C -7.56 -5.01 1.06 -0.2265
C -7.46 -4.21 -0.25 -0.2678
C -6.04 -3.82 -0.61 -0.1184
H -9.43 -6.87 -0.03 0.0650
H -9.02 -8.44 -0.71 0.0695
H -8.95 -8.20 1.04 0.0753
H -7.11 -6.90 -1.04 0.0982
H -6.68 -8.23 0.01 0.1046
H -5.76 -6.20 0.95 0.0894
H -6.99 -6.83 2.02 0.1102
H -7.15 -4.40 1.87 0.1093
H -8.62 -5.16 1.30 0.1005
H -8.06 -3.29 -0.14 0.1051
H -7.92 -4.77 -1.07 0.0991
H -5.58 -3.23 0.19 0.0653
H -6.03 -3.23 -1.53 0.0713
H -5.41 -4.70 -0.78 0.0643
C 1.14 6.31 1.31 -0.1046
C 2.35 6.47 0.40 -0.2670
C 3.57 7.03 1.13 -0.2233
C 3.40 8.44 1.70 -0.2295
C 3.01 9.51 0.68 -0.2733
C 4.07 9.72 -0.40 -0.1150
H 0.80 7.27 1.70 0.0662
H 0.30 5.88 0.75 0.0585
H 1.36 5.65 2.15 0.0738
H 2.09 7.09 -0.46 0.1044
H 2.61 5.48 0.00 0.0757
H 4.43 7.02 0.44 0.1018
H 3.84 6.36 1.95 0.1097
H 4.33 8.74 2.19 0.1084
H 2.64 8.42 2.49 0.0999
H 2.87 10.46 1.21 0.1032
H 2.05 9.27 0.21 0.0981
H 5.02 10.01 0.04 0.0742
H 3.76 10.51 -1.09 0.0682
H 4.22 8.81 -1.00 0.0654